(one)
Here is C11H18N2O2 as an isolated structure from OMol25. Energies are from wB97M-V/def2-TZVPD.

Structure (ORCA input):
```
! RIJCOSX wB97M-V def2-TZVPD def2/J DEFGRID3
* xyz 0 1
C 1.2493 2.5943 -0.1366
N -0.0713 2.8433 -0.8036
C 0.1688 2.9900 -2.3018
H -0.7909 3.4469 -2.7328
H 0.7083 4.0362 -2.3249
H 0.5877 2.3716 -2.7557
C -0.9895 2.1707 -0.5255
C -0.9371 0.6581 -1.1632
C -0.5650 -0.3840 -1.6037
C -0.1371 -1.7460 -1.9331
H 0.2089 -1.7447 -3.2375
O 1.0053 -2.2347 -1.5501
C 0.7728 -2.5441 0.0908
C 1.4431 -1.5378 0.8714
O 0.8456 -1.7109 2.2135
C 0.0393 -0.8341 2.7591
C -1.4435 -1.0566 2.1865
C -1.8126 -2.4205 2.1238
N -2.2623 -3.7243 2.0475
H -1.2391 -0.8025 0.9602
H -2.2640 -0.4560 2.4684
H 0.3797 0.2083 2.5728
H -0.0789 -1.2422 3.7100
H 2.6628 -1.3794 0.9085
H 0.8212 -0.6271 0.3344
H -0.0986 -2.9999 0.2380
H 1.5276 -3.3900 0.2781
H -0.9428 -2.5411 -1.9526
H -1.9182 2.4717 -1.1096
H -1.2539 1.9993 0.5178
H 0.9524 2.4560 0.7749
H 1.5150 1.7311 -0.5941
H 1.9169 3.3984 -0.3311
*
```

Calculated values
Orbital gap ... 9.403 eV
HOMO ... -8.91 eV


(two)
Here is an isolated molecule of C11H18N2O2 from OMol25. Energies are from wB97M-V/def2-TZVPD.

Structure (ORCA input):
```
! RIJCOSX wB97M-V def2-TZVPD def2/J DEFGRID3
* xyz 0 1
C 2.4665 2.5267 -1.9252
O 1.4412 1.7139 -1.3297
C 1.8312 0.8469 -0.1880
C 3.3023 0.7389 0.0250
N 1.1107 1.4416 0.8999
N 0.1289 0.7731 1.1901
C 0.0137 -0.4039 0.4260
C -0.0414 -1.6517 1.3081
C -1.1792 -1.4032 2.3782
C -2.4755 -1.3654 1.5992
C -2.5484 -0.2801 0.6033
C -1.4422 -0.3144 -0.4535
C -1.4662 -1.1177 -1.6934
C -1.4665 0.4337 -1.7272
O 1.2102 -0.4256 -0.3460
H 2.9540 2.8559 -1.0156
H 2.0551 3.4732 -2.4022
H 2.9877 1.9922 -2.7492
H 3.6571 0.2993 -0.9089
H 3.4738 -0.0546 0.7984
H 3.8915 1.5942 0.3026
H 0.8742 -1.8134 1.7920
H -0.2215 -2.6109 0.6439
H -0.9883 -0.4718 2.7281
H -1.1677 -2.1727 3.0925
H -2.6964 -2.4231 1.1846
H -3.2963 -1.1522 2.4227
H -3.6451 -0.2615 0.1383
H -2.4469 0.6797 1.1195
H -2.5642 -1.5348 -1.9793
H -0.6507 -1.8009 -1.8605
H -0.6944 1.1696 -1.9873
H -2.4070 0.7193 -2.0867
*
```

Calculated values
Orbital gap ... 10.334 eV
SMILES ... CO[C@@]1(C)N=N[C@]2(CCCCC23CC3)O1
HOMO ... -9.50 eV


Which of them is most stable, and which least? Most stable: (two); least stable: (one).


(one)
Here is an isolated ion of composition C2H2F3N2 and charge +1 from OMol25. Energies are from wB97M-V/def2-TZVPD.

Structure (ORCA input):
```
! RIJCOSX wB97M-V def2-TZVPD def2/J DEFGRID3
* xyz 1 1
N -1.9192 0.2461 1.0774
N -1.2367 0.0061 0.1687
C -0.4095 -0.0251 -0.7021
C 1.3846 -0.0311 -0.1290
F 1.4833 -0.8090 0.9088
F 2.1287 -0.2742 -1.1715
F 1.3416 1.3146 0.0442
H -2.3775 -0.4508 1.5465
H -0.3952 0.0233 -1.7429
*
```

Calculated values
Orbital gap ... 10.271 eV
SMILES ... N=[N+]=CC(F)(F)F
HOMO ... -17.05 eV


(two)
Here is an isolated ion of composition C2H2F3N2 and charge +1 from OMol25. Energies are from wB97M-V/def2-TZVPD.

Structure (ORCA input):
```
! RIJCOSX wB97M-V def2-TZVPD def2/J DEFGRID3
* xyz 1 1
N -0.0376 1.9554 1.0957
N 0.2785 0.8862 0.7395
C 0.3865 -0.2988 0.5547
C -0.3784 -1.0003 -0.8871
F 0.6691 -1.4567 -1.6371
F -1.1473 -1.9852 -0.5158
F -1.0137 -0.0786 -1.5014
H 0.4236 2.8958 0.7458
H 0.8194 -0.9178 1.4057
*
```

Calculated values
Orbital gap ... 10.293 eV
SMILES ... N=[N+]=CC(F)(F)F
HOMO ... -17.25 eV


Which of them is most stable, and which least? Most stable: (two); least stable: (one).


(one)
Here is C6H10P2 as an isolated structure from OMol25. Energies are from wB97M-V/def2-TZVPD.

Structure (ORCA input):
```
! RIJCOSX wB97M-V def2-TZVPD def2/J DEFGRID3
* xyz 0 1
C 1.7383 -0.1090 -0.2467
C 0.8882 0.8208 0.0514
C -1.5414 -1.3293 -0.3554
C -1.4726 1.0458 -0.3157
C 2.5510 -0.7086 0.8725
C -0.2041 1.4907 -0.8362
P -3.1967 -1.5988 -0.1677
P -2.8678 1.1816 0.5421
H 1.9561 -0.2836 -1.2196
H 0.6191 0.9889 1.0635
H -0.7299 -1.9819 -0.2070
H 3.4412 -1.0364 0.3855
H 2.0305 -1.6639 1.0700
H 2.7264 -0.1987 1.8014
H 0.0710 1.2049 -1.8477
H 0.0615 2.5548 -0.6413
H -3.3531 -3.0689 -0.5575
H -2.7178 2.6917 0.6087
*
```

Calculated values
Orbital gap ... 8.285 eV
HOMO ... -8.37 eV


(two)
Here is an isolated molecule of C6H10P2 from OMol25. Energies are from wB97M-V/def2-TZVPD.

Structure (ORCA input):
```
! RIJCOSX wB97M-V def2-TZVPD def2/J DEFGRID3
* xyz 0 1
C -0.7780 1.4808 -1.3992
C -0.3346 0.1214 -0.8983
C 0.6817 0.1859 0.1462
P 1.5992 1.6748 0.5870
C 2.3488 0.9884 2.0343
P 2.1985 -0.6635 2.3367
C 1.0493 -0.8801 0.8842
C 0.6332 -2.2912 0.7881
H -1.0611 2.2807 -0.6048
H -1.6866 1.5188 -1.9899
H -0.0771 1.8990 -2.0908
H -0.0058 -0.6210 -1.7833
H -1.2948 -0.3430 -0.4920
H 0.6172 2.2845 1.3457
H 2.7932 1.6512 2.7402
H 0.2716 -2.4308 -0.2613
H -0.0731 -2.4333 1.6039
H 1.4366 -3.0248 1.1172
*
```

Calculated values
Orbital gap ... 8.826 eV
SMILES ... CCc1[pH]cpc1C
HOMO ... -8.63 eV


Which of them is most stable, and which least? Most stable: (two); least stable: (one).


(one)
Here is a 3-piece molecular cluster, C2H10N2O3 overall from OMol25. Energies are from wB97M-V/def2-TZVPD.

Structure (ORCA input):
```
! RIJCOSX wB97M-V def2-TZVPD def2/J DEFGRID3
* xyz 0 1
N 1.3683 -0.0896 -0.8013
C 1.0575 0.4609 0.5297
N -0.1904 -0.0578 1.0541
C -0.2356 -0.9769 2.0641
O 0.7220 -1.3209 2.7176
H 1.4871 0.6230 -1.5098
H 2.1361 -0.7372 -0.7504
H 1.8593 0.2016 1.2120
H 0.9783 1.5507 0.4598
H -1.0502 0.2638 0.6445
H -1.2467 -1.3888 2.1857
O -1.3432 2.6332 -1.7747
H -1.5183 1.7090 -1.5778
H -2.0043 3.1453 -1.2992
O -0.9351 -1.3898 -2.3310
H -0.9900 -1.2128 -3.2806
H -0.3110 -0.7307 -1.9910
*
```

Calculated values
Orbital gap ... 10.282 eV
SMILES ... NCNC=O.O.O
HOMO ... -9.89 eV


(two)
Here is a 3-piece molecular cluster, C2H10N2O3 overall from OMol25. Energies are from wB97M-V/def2-TZVPD.

Structure (ORCA input):
```
! RIJCOSX wB97M-V def2-TZVPD def2/J DEFGRID3
* xyz 0 1
C 0.5908 -1.3254 1.4481
N 0.0811 -1.1163 0.1012
C -1.0357 -0.3823 -0.0931
N -1.3824 -0.1475 -1.4027
O -1.7089 0.0921 0.8191
H 1.2985 -2.1501 1.4224
H -0.2268 -1.5122 2.1372
H 1.1194 -0.4334 1.8029
H 0.7856 -1.1102 -0.6185
H -0.9751 -0.6428 -2.1751
H -2.2907 0.2655 -1.5151
O -0.0584 2.3089 1.1097
H -0.8553 2.7041 0.7316
H -0.4322 1.5111 1.5218
O 1.6302 0.3038 -1.8998
H 0.9615 0.9477 -1.6281
H 2.4983 0.6869 -1.7617
*
```

Calculated values
Orbital gap ... 10.291 eV
SMILES ... CNC(N)=O.O.O
HOMO ... -9.64 eV


(three)
Here is a 3-piece molecular cluster, C2H10N2O3 overall from OMol25. Energies are from wB97M-V/def2-TZVPD.

Structure (ORCA input):
```
! RIJCOSX wB97M-V def2-TZVPD def2/J DEFGRID3
* xyz 0 1
N -0.4321 -1.0652 -2.9648
C -0.4899 0.2502 -2.3890
C 0.1420 0.2574 -0.9889
N 0.4746 1.4682 -0.4850
O 0.3970 -0.7816 -0.4141
H -0.1958 -1.8112 -2.3349
H -1.2889 -1.2879 -3.4353
H 0.1298 0.9289 -2.9684
H -1.4897 0.6674 -2.3309
H 0.1423 2.3390 -0.8504
H 1.0827 1.5604 0.2955
O 1.9536 -1.2219 2.3610
H 1.7793 -0.3620 2.7391
H 1.2611 -1.4269 1.7296
O -1.7527 0.9366 3.6850
H -1.8946 1.8272 3.4431
H -1.7460 0.4452 2.8588
*
```

Calculated values
Orbital gap ... 9.793 eV
SMILES ... NCC(N)=O.O.O
HOMO ... -9.49 eV


(four)
Here is a 3-piece molecular cluster, C2H10N2O3 overall from OMol25. Energies are from wB97M-V/def2-TZVPD.

Structure (ORCA input):
```
! RIJCOSX wB97M-V def2-TZVPD def2/J DEFGRID3
* xyz 0 1
C -1.3966 -0.8733 -0.3267
N -0.1706 -0.1371 -0.5653
C -0.2011 0.7276 -1.6299
N 0.9592 1.4957 -1.6761
O -1.0871 0.8984 -2.4451
H -1.5324 -1.7027 -1.0228
H -2.2885 -0.2860 -0.5015
H -1.4126 -1.2745 0.6553
H 0.5319 -0.1297 0.2337
H 1.8586 1.1015 -1.5484
H 0.9064 2.4693 -1.7422
O 0.1817 0.8730 2.0041
H -0.4502 1.4368 2.4323
H -0.0744 -0.0544 2.1424
O 1.3667 -1.6640 1.0853
H 0.6199 -1.1636 1.3174
H 2.1889 -1.7170 1.5875
*
```

Calculated values
Orbital gap ... 9.328 eV
SMILES ... CNC(N)=O.O.O
HOMO ... -9.09 eV


Which of them is most stable, and which least? Most stable: (two); least stable: (four).


(one)
Here is an isolated ion of composition C3H5N4 and charge +1 from OMol25. Energies are from wB97M-V/def2-TZVPD.

Structure (ORCA input):
```
! RIJCOSX wB97M-V def2-TZVPD def2/J DEFGRID3
* xyz 1 1
C 1.4442 0.9361 2.1412
C 1.3107 0.9681 0.8030
N 0.3135 0.2671 0.1751
N 0.1041 0.1896 -1.0270
C -0.9236 -0.5696 -1.5870
N 2.1900 1.7299 0.0570
N 2.5257 2.1536 -0.9252
H 0.7580 0.3617 2.7420
H 2.2295 1.4931 2.6332
H -0.4489 -1.3244 -2.2250
H -1.4678 0.0813 -2.2807
H -1.5938 -1.0361 -0.8596
*
```

Calculated values
Orbital gap ... 8.004 eV
SMILES ... C=C(/N=N/C)[N+]#N
HOMO ... -14.21 eV


(two)
Here is a 2-piece molecular cluster, C3H5N4 overall from OMol25. Energies are from wB97M-V/def2-TZVPD.

Structure (ORCA input):
```
! RIJCOSX wB97M-V def2-TZVPD def2/J DEFGRID3
* xyz 1 1
C -0.7318 0.8316 0.8585
C -2.3668 -0.4132 -0.5698
C 3.3130 -0.3368 -0.1971
N -0.0346 -0.8137 -0.3936
N 0.5021 0.7359 0.9749
N -1.1782 -0.1533 -0.0572
N 0.8963 -0.2867 0.1901
H -1.4440 1.3643 1.5409
H -2.5001 -1.3877 -1.0640
H -3.1297 0.2399 -0.4556
H 3.1058 0.5998 0.4607
H 3.5680 -0.3801 -1.2879
*
```

Calculated values
Orbital gap (alpha / beta) ... 5.167 / 8.357 eV
HOMO (alpha / beta) ... -12.43 / -16.03 eV


Which of them is most stable, and which least? Most stable: (one); least stable: (two).


(one)
Here is C20H29FN2O2 as an isolated structure from OMol25. Energies are from wB97M-V/def2-TZVPD.

Structure (ORCA input):
```
! RIJCOSX wB97M-V def2-TZVPD def2/J DEFGRID3
* xyz 0 1
C 3.2143 -2.0901 -3.3703
C 2.4768 -0.7294 -3.8325
C 2.4616 0.4458 -2.9090
C 1.8273 0.2775 -1.6379
H 2.1834 1.2774 -0.9777
C 0.4172 0.1264 -1.8816
C -0.2417 0.9057 -0.8443
C -1.9459 1.1254 -1.1515
H -2.4070 1.7723 -0.4656
H -2.1339 1.3988 -2.0476
C -2.6171 -0.4838 -1.0931
C -2.4027 -0.8234 0.3271
O -1.4133 -1.5638 0.9143
N -3.2686 -0.3892 1.3987
C -4.2126 0.7804 1.1787
H -4.3452 0.6819 0.1496
H -3.7971 1.6026 1.7843
H -5.0614 0.2508 1.7176
C -3.1057 -0.6300 2.8291
H -3.8751 -0.6391 3.3657
H -2.6487 -1.6555 2.8121
C -1.8303 0.0151 3.2741
O -2.1427 1.0622 4.0634
N -0.6059 -0.3637 2.8788
C 0.4416 0.6583 2.8888
C 1.6009 -0.0074 2.3259
C 3.0449 0.6400 2.4510
C 2.9637 1.6800 3.1145
C 2.1532 2.0456 3.9140
C 0.8420 1.5092 3.9402
H -0.1017 1.9644 4.4060
H 2.2424 3.1266 4.5354
H 4.0513 2.1129 3.2191
F 4.0262 0.1615 1.6378
H 1.6018 -0.8667 1.6248
H -0.8165 -1.0411 2.2043
C -1.7757 -1.1720 -1.9390
C -0.2018 -1.5256 -1.6991
H 0.0278 -1.6857 -0.8102
H 0.2066 -2.0479 -2.6463
H -2.0217 -2.4897 -1.5986
H -1.9670 -1.3280 -3.0217
H -3.4516 -0.4495 -1.2855
H -0.0312 0.7102 0.1697
H -0.0697 2.1176 -1.1066
H 0.0330 0.5884 -2.7369
H 2.2333 -0.6601 -1.0418
H 3.7302 0.6050 -2.5373
H 2.1612 1.3968 -3.5460
H 1.5300 -1.0624 -4.3285
H 2.9809 -0.4239 -4.9095
H 2.6742 -2.3484 -2.5614
H 4.1043 -1.6973 -3.0796
H 3.2616 -2.8651 -4.0659
*
```

Calculated values
Orbital gap ... 9.144 eV
HOMO ... -8.63 eV


(two)
Here is an isolated molecule of C20H29FN2O2 from OMol25. Energies are from wB97M-V/def2-TZVPD.

Structure (ORCA input):
```
! RIJCOSX wB97M-V def2-TZVPD def2/J DEFGRID3
* xyz 0 1
C 1.1917 8.7301 -0.1790
C 0.7976 7.3246 -0.6162
C 1.8414 6.2917 -0.1963
C 1.5033 4.8724 -0.6565
C 0.3737 4.2018 0.1353
C -0.1796 3.0077 -0.6556
C -0.8870 2.0203 0.2639
C 0.1109 1.3510 1.2221
C 0.6489 0.0670 0.6146
O 0.4999 -0.1984 -0.5738
N 1.3552 -0.7701 1.4070
C 1.4700 -0.7284 2.8451
C 2.0346 -1.8966 0.7824
C 1.1121 -3.1217 0.6879
O 1.2547 -4.0924 1.3990
N 0.1511 -2.9412 -0.2486
C -0.8901 -3.7936 -0.6089
C -1.0450 -5.0742 -0.0827
C -2.1006 -5.8667 -0.4953
C -3.0155 -5.4104 -1.4288
C -2.8447 -4.1362 -1.9391
F -3.7266 -3.6703 -2.8501
C -1.8033 -3.3198 -1.5500
C 1.3001 2.2880 1.5090
C 0.8419 3.7423 1.5265
H 1.2893 8.7798 0.9036
H 0.4408 9.4532 -0.4890
H 2.1445 9.0145 -0.6207
H 0.6857 7.3008 -1.7026
H -0.1702 7.0734 -0.1785
H 2.8037 6.5786 -0.6277
H 1.9514 6.3163 0.8900
H 2.3978 4.2491 -0.5822
H 1.2188 4.9099 -1.7107
H -0.4334 4.9278 0.2689
H 0.6291 2.4853 -1.1684
H -0.8731 3.3646 -1.4185
H -1.3770 1.2507 -0.3339
H -1.6545 2.5437 0.8367
H -0.4112 1.1202 2.1551
H 2.4569 -0.3636 3.1444
H 1.3400 -1.7391 3.2362
H 0.7095 -0.0911 3.2856
H 2.3494 -1.5991 -0.2216
H 2.9082 -2.1568 1.3818
H 0.1561 -2.0285 -0.7109
H -0.3387 -5.4377 0.6443
H -2.2115 -6.8575 -0.0825
H -3.8423 -6.0176 -1.7596
H -1.7025 -2.3312 -1.9709
H 2.0598 2.1620 0.7352
H 1.7582 2.0321 2.4654
H 1.6631 4.3732 1.8693
H 0.0294 3.8449 2.2488
*
```

Calculated values
Orbital gap ... 9.127 eV
SMILES ... CCCC[C@H]1CC[C@@H](C(=O)N(C)CC(=O)Nc2cccc(F)c2)CC1
HOMO ... -8.51 eV


Which of them is most stable, and which least? Most stable: (two); least stable: (one).